[1]
Entry from the OMol25 dataset: 2 unconnected molecules or ions with the total composition C6H12N2O in a non-equilibrium geometry (wB97M-V/def2-TZVPD).

Structure (XYZ):
```
21
Properties=species:S:1:pos:R:3:forces:R:3
N -0.760854 -1.090513 -1.283338 -1.8 -1.1 -0.5
H 2.456500 -0.531084 -1.695557 0.0 0.2 0.2
N 1.157641 -2.109031 -1.069497 0.1 0.8 0.3
H 1.044693 2.299798 2.385597 0.6 0.3 0.1
C -0.140043 0.885443 1.851920 0.8 0.0 0.2
C 1.453143 -0.805365 -1.420995 -1.3 -0.7 -0.9
C -0.203640 -2.234303 -0.976021 1.9 0.3 0.1
H -0.570407 -3.215823 -0.731117 -0.7 0.3 0.2
H -1.728556 1.085973 3.207253 -0.4 0.0 -0.1
C -1.476948 0.424197 2.383221 -0.4 -0.5 -0.3
C 0.202942 -0.246350 -1.668150 2.7 0.8 0.4
H -1.436877 -0.594912 2.774243 0.4 0.1 0.2
H -0.745318 1.662835 -1.762408 -0.1 0.1 -0.2
C -0.033751 1.066773 -2.335056 -0.7 -0.2 -0.1
H -0.442161 0.840514 -3.325439 -0.3 0.2 0.1
H 0.856332 1.656470 -2.528448 0.3 -0.1 0.3
H 0.041209 0.823197 0.777878 -0.5 -0.4 0.0
H 1.876103 -2.737303 -0.780784 0.0 -0.6 0.1
O 0.110294 2.257694 2.222464 -0.6 -0.4 0.1
H -2.262925 0.322330 1.635915 -0.1 0.7 0.0
H 0.602615 0.239458 2.338329 0.2 0.2 -0.1
```
Forces are in eV/Å.

Output
Energy above the lowest of the compared OMol25 structures with the same formula, charge and spin   104.9 kJ/mol



[2]
Entry from the OMol25 dataset: a single C2H7Br2NSi molecule in a non-equilibrium geometry (wB97M-V/def2-TZVPD).

Structure (XYZ):
```
13
Properties=species:S:1:pos:R:3:forces:R:3
H -1.887425 0.619296 0.724550 -0.8 0.3 0.8
H -1.558855 -1.224377 0.914964 -0.3 1.8 -1.1
H 1.575256 0.623533 1.395539 -1.2 -1.1 -0.5
Br 1.268314 -1.974754 -2.997253 -0.5 2.1 1.6
H 0.899953 -1.069935 1.746175 -1.1 1.9 -0.4
N -0.065799 0.040105 0.118512 0.9 -0.5 -2.0
C -1.477429 -0.255897 0.270790 -0.9 -2.1 -1.6
Si 0.662798 0.307281 -1.390643 -0.5 -0.7 -1.1
Br 2.468282 1.552395 -1.197485 -0.1 -0.4 -0.1
H -2.067061 -0.387151 -0.758821 1.5 0.1 2.1
H -0.347237 1.103453 -2.174002 0.5 -0.8 0.0
H -0.080294 0.667819 1.982999 1.0 -1.6 0.4
C 0.609498 -0.001767 1.364674 1.5 1.1 2.0
```
Forces are in eV/Å.

Output
Energy above the lowest of the compared OMol25 structures with the same formula, charge and spin   69.8 kJ/mol



[3]
Entry from the OMol25 dataset: a molecular structure, C27H34MoN2O2S in a non-equilibrium geometry (wB97M-V/def2-TZVPD).

Structure (XYZ):
```
67
Properties=species:S:1:pos:R:3:forces:R:3
H 2.000828 -3.578576 2.863319 0.0 0.0 0.0
H 2.914755 4.175046 -1.663982 0.0 0.0 0.0
C 1.167072 0.551203 -0.917265 -0.2 -0.1 0.0
O 0.418709 -3.712233 -1.631037 -0.1 0.0 0.2
C -1.402061 -4.771540 1.423618 0.0 0.0 0.0
H 5.837687 3.654554 0.419197 0.1 0.0 0.0
C 5.264329 2.731702 0.482706 0.0 0.1 0.0
C 0.049230 -3.696717 4.777558 0.0 0.0 -0.1
C 2.924422 -0.756712 -0.081101 -0.3 0.0 -0.2
C -1.287828 0.747012 -0.922674 -0.1 -0.3 0.3
C -0.933765 -1.395563 -0.064957 0.8 -0.7 0.0
C -3.427330 1.835518 -0.680723 0.2 -0.3 0.1
C 4.989755 2.495103 -2.018625 0.0 0.0 0.0
H 5.680485 3.329030 -2.150858 0.0 0.0 0.0
H 5.571876 1.572631 -2.006659 0.0 0.0 0.0
H -2.941173 4.284391 -2.091918 0.0 0.0 0.0
H -3.369407 -1.232255 0.861577 0.0 0.0 0.0
C -3.080289 -0.350475 0.308156 0.6 -0.1 -0.2
C -1.269546 -4.474564 2.776046 -0.1 0.0 0.0
C 3.771980 0.299492 -0.102533 0.0 0.2 0.0
C 0.966483 -4.265677 1.115135 -0.2 0.1 -0.1
C -0.070123 -4.000599 3.319945 0.1 0.0 0.1
H -6.037245 1.951209 -1.710484 0.0 0.0 0.0
H 3.255021 -1.735973 0.252944 0.0 0.0 0.0
H -0.153787 -4.602793 5.355241 0.0 0.0 0.0
H -1.692830 2.613187 -1.761762 0.0 0.0 0.0
H 2.817235 4.208610 0.113800 0.1 0.0 0.0
C 1.041739 -3.883015 2.459474 0.0 0.1 0.0
C 3.319294 1.566048 -0.556509 0.0 0.0 -0.1
N -1.765218 -0.359407 -0.198632 -0.5 0.2 0.1
H -4.645258 4.582854 -2.322300 0.0 0.0 0.0
S -0.474865 -4.982059 -1.160726 -0.2 0.2 -0.2
C -5.789386 2.658654 -0.919024 0.1 0.1 0.1
H -4.885501 0.676861 0.466602 0.0 0.0 0.0
C -3.876975 0.704481 0.078868 -0.1 0.3 -0.1
H 4.304932 2.482625 -2.867736 0.0 0.0 0.0
H -4.236512 3.375561 1.294331 0.0 0.0 0.0
C 3.484637 4.064223 -0.739877 0.1 0.0 0.1
H -4.601936 4.768811 0.266309 0.0 0.0 0.1
C -3.911435 3.792162 -2.175240 0.0 0.1 0.1
C -4.292199 3.011369 -0.905375 -0.1 0.0 -0.2
H 1.886538 -4.422359 0.550519 0.0 -0.1 0.0
H 1.037626 -3.331847 5.044786 0.0 0.0 0.0
H -6.345969 3.574586 -1.109294 0.0 0.0 0.0
H -3.929921 3.162916 -3.066173 0.0 0.0 0.0
H 4.212211 4.873175 -0.720664 0.0 0.0 0.0
O -0.083154 0.593935 -1.500567 0.2 -0.2 -0.2
H 0.033000 -7.229382 -1.101970 0.0 0.0 0.0
H 1.563800 2.561910 -1.373007 0.0 0.0 0.0
Mo 0.535899 -2.365268 -0.231887 -0.4 0.7 -0.1
H 0.586434 -6.450499 -2.610226 0.0 0.0 0.0
H 4.785854 2.707171 1.463882 0.0 0.0 0.0
H 1.555115 -6.242636 -1.093400 0.0 -0.1 0.0
C 1.968093 1.641497 -0.976779 0.2 0.1 0.1
H -6.144980 2.276354 0.038287 0.0 0.0 0.0
H -2.357271 -5.103931 1.030661 0.0 0.0 0.0
C 0.562183 -6.364567 -1.520550 0.1 0.0 -0.1
H 4.793607 0.163010 0.222465 0.0 0.0 0.0
C -2.086818 1.804928 -1.161798 -0.2 0.2 0.1
N 1.598689 -0.666808 -0.473029 0.3 -0.2 0.1
H -2.930281 4.195049 0.397531 0.0 0.0 0.0
H 5.976054 1.909491 0.415705 0.0 0.0 0.0
C -3.973949 3.881050 0.364329 -0.1 0.1 0.0
H -0.699789 -2.961548 5.080357 0.0 0.0 0.0
H -2.126012 -4.610360 3.427662 0.0 0.0 0.0
C -0.295952 -4.665204 0.585820 0.1 -0.2 0.1
C 4.243179 2.735133 -0.667462 -0.1 -0.2 0.0
```
Forces are in eV/Å.

Output
Total energy   -1773.959845 Ha
Charge   +4



[4]
Entry from the OMol25 dataset: 2 unconnected molecules or ions with the total composition C3H3ClN2O in a non-equilibrium geometry (wB97M-V/def2-TZVPD).

Structure (XYZ):
```
10
Properties=species:S:1:pos:R:3:forces:R:3
C 0.018822 0.274079 0.116585 -2.1 4.7 2.7
C 0.526048 -0.473640 -0.740117 4.3 -2.2 -3.4
O -2.508518 -2.352263 1.617250 -0.8 -1.0 -1.0
N -0.391860 1.143062 0.879734 1.0 -1.0 0.5
H 1.559066 -0.159301 -1.231848 -2.4 -0.9 1.2
C -1.473232 -2.100595 2.063260 -1.1 0.4 0.1
H 0.146777 -1.460896 -0.858571 -0.2 -0.5 -0.6
N -0.640037 -1.521180 2.685031 1.9 0.7 1.1
H -0.829243 1.970983 0.519787 -0.6 0.0 -0.4
Cl 0.964476 -1.704928 3.050227 0.0 -0.2 -0.2
```
Forces are in eV/Å.

Output
Energy above the lowest of the compared OMol25 structures with the same formula, charge and spin   333.2 kJ/mol